This record from the OMol25 dataset describes a structure of composition C16H12F3IIrN2O4. The level of theory is ωB97M-V with the def2-TZVPD basis set.

```
39
Properties=species:S:1:pos:R:3:lowdin_charge:R:1
Ir 1.027 -1.496 0.485 1.206
C -3.362 -2.126 1.353 0.003
C -3.001 -0.749 0.892 -0.240
N -3.927 0.102 0.573 0.155
C -3.592 1.347 0.108 -0.056
C -2.324 1.740 -0.159 -0.139
C -2.040 3.146 -0.624 -0.186
O -1.276 3.208 -1.827 -0.058
C -1.268 0.815 0.150 -0.062
C 0.053 1.122 -0.212 -0.009
N 1.148 0.433 0.080 -0.129
C 2.416 1.091 -0.151 -0.300
C 2.515 2.480 -0.179 -0.006
C 3.735 3.106 -0.366 -0.038
C 4.896 2.362 -0.518 -0.049
C 4.824 0.980 -0.490 -0.128
C 3.594 0.375 -0.298 -0.594
I 3.518 -1.709 -0.255 1.244
C -1.607 -0.384 0.802 -0.240
O -0.728 -1.180 1.329 -0.157
H -4.443 -2.216 1.408 0.091
H -2.921 -2.342 2.326 0.094
H -2.976 -2.869 0.651 0.084
H -4.425 2.021 -0.053 0.124
H -1.447 3.665 0.131 0.133
H -2.984 3.682 -0.727 0.128
H -1.852 3.039 -2.580 0.106
H 0.178 2.001 -0.835 0.120
H 1.636 3.091 -0.026 0.119
H 3.777 4.186 -0.377 0.122
H 5.852 2.850 -0.640 0.121
H 5.716 0.381 -0.613 0.108
F -0.818 -5.373 -1.204 0.199
C -0.328 -5.205 0.016 -0.564
F -1.290 -5.418 0.913 0.193
F 0.664 -6.064 0.223 0.198
C 0.203 -3.773 0.187 -0.507
O -0.025 -2.871 -0.676 -0.023
O 0.882 -3.449 1.182 -0.063
```

The value obtained for the energy relative to the best compared isomer or geometry (same formula, charge and spin) is 0.00 kcal/mol. The molar mass is 672.40 g mol⁻¹. As for the largest force on an atom: 0.966 eV/A. The net charge is +1. The frontier orbital gap is 6.36 eV. Its electronic energy is -1728.747872 Eh.

***

This record from the OMol25 dataset describes a structure of composition C16H12F5I2N3O2Sn. The level of theory is ωB97M-V with the def2-TZVPD basis set.

```
41
Properties=species:S:1:pos:R:3:lowdin_charge:R:1
Sn -0.989 -0.163 -0.624 1.050
O 3.416 0.493 2.669 0.108
C 2.372 0.317 3.486 -0.234
C 2.659 0.278 4.849 0.019
C 1.655 0.089 5.769 -0.016
C 0.319 -0.067 5.367 -0.054
C 0.019 -0.029 4.038 -0.007
C 1.033 0.165 3.060 -0.079
C 0.660 0.188 1.683 -0.349
O -0.606 -0.005 1.369 -0.235
N 1.586 0.406 0.730 0.093
N 1.055 0.394 -0.497 -0.127
C 1.691 0.645 -1.579 0.007
C 0.895 0.662 -2.812 -0.235
C 1.461 0.875 -4.055 0.043
C 0.638 0.886 -5.175 0.026
C -0.727 0.690 -5.023 0.011
C -1.235 0.491 -3.754 -0.087
N -0.441 0.485 -2.678 -0.058
H 3.125 0.543 1.744 0.077
H 3.690 0.402 5.148 0.135
H 1.900 0.059 6.821 0.125
H -0.458 -0.217 6.102 0.116
H -1.002 -0.153 3.709 0.116
H 2.755 0.852 -1.589 0.162
H 2.528 1.019 -4.143 0.141
H 1.062 1.046 -6.156 0.139
H -1.395 0.689 -5.872 0.134
H -2.291 0.329 -3.586 0.132
I -3.975 -0.142 0.087 1.130
C -3.914 1.969 0.008 -1.004
I -1.942 2.651 -0.367 1.104
H -4.220 2.363 0.973 -0.001
H -4.549 2.316 -0.798 -0.005
F -2.381 -2.737 -0.124 0.032
C -1.143 -2.376 -0.516 -0.486
F -0.253 -2.750 0.410 0.131
C -0.822 -3.049 -1.860 -0.612
F -0.873 -4.355 -1.802 0.242
F 0.403 -2.654 -2.241 0.162
F -1.705 -2.600 -2.770 0.151
```

The value obtained for the energy relative to the best compared isomer or geometry (same formula, charge and spin) is 0.00 kcal/mol. The molar mass is 745.80 g mol⁻¹. As for the largest force on an atom: 0.384 eV/A. The net charge is +2. The frontier orbital gap is 4.93 eV. Its electronic energy is -2240.088399 Eh.

***

This record from the OMol25 dataset describes a structure of composition C16H12F6IN3O6PdS2. The level of theory is ωB97M-V with the def2-TZVPD basis set.

```
47
Properties=species:S:1:pos:R:3:lowdin_charge:R:1
Pd -0.362 1.004 -0.308 0.893
C -4.840 1.880 -0.945 -0.023
C -4.475 0.743 -0.044 -0.258
N -5.384 -0.150 0.257 0.123
C -5.061 -1.186 1.057 -0.100
C -3.826 -1.340 1.623 -0.163
C -3.527 -2.520 2.509 -0.203
O -2.346 -3.218 2.119 -0.060
C -2.820 -0.393 1.315 -0.085
C -1.546 -0.495 1.986 -0.032
N -0.447 0.020 1.575 -0.018
C 0.737 -0.063 2.341 -0.336
C 1.104 -1.227 3.009 -0.023
C 2.286 -1.270 3.728 -0.060
C 3.119 -0.162 3.779 -0.071
C 2.769 1.002 3.110 -0.135
C 1.584 1.038 2.398 -0.605
I 1.018 2.795 1.404 1.112
C -3.124 0.667 0.436 -0.304
O -2.297 1.600 0.066 -0.180
H -5.890 1.804 -1.215 0.079
H -4.226 1.865 -1.847 0.085
H -4.649 2.836 -0.453 0.084
H -5.846 -1.912 1.238 0.111
H -4.392 -3.187 2.527 0.120
H -3.346 -2.204 3.539 0.126
H -2.440 -3.482 1.196 0.097
H -1.530 -1.023 2.938 0.137
H 0.471 -2.103 2.931 0.122
H 2.567 -2.184 4.234 0.113
H 4.049 -0.202 4.329 0.110
H 3.415 1.868 3.142 0.100
F -0.561 -3.756 -3.646 0.163
C -1.030 -3.080 -2.609 -0.686
F -2.356 -3.178 -2.578 0.152
F -0.537 -3.604 -1.488 0.138
S -0.583 -1.297 -2.751 0.626
O -1.170 -0.856 -3.968 -0.232
O -1.106 -0.740 -1.506 -0.365
N 0.984 -1.356 -2.837 -0.276
S 2.066 -0.726 -1.910 0.610
O 3.311 -0.602 -2.582 -0.228
O 1.617 0.443 -1.153 -0.417
C 2.350 -1.968 -0.582 -0.675
F 1.226 -2.152 0.119 0.124
F 3.296 -1.533 0.245 0.152
F 2.723 -3.129 -1.104 0.159
```

As for the spin multiplicity: 3. The value obtained for the energy relative to the best compared isomer or geometry (same formula, charge and spin) is 0.00 kcal/mol. The molar mass is 753.73 g mol⁻¹. As for the largest force on an atom: 0.234 eV/A. The frontier orbital gap (alpha / beta) is 7.65 / 6.23 eV. Its electronic energy is -3053.716272 Eh.

***

This record from the OMol25 dataset describes the molecule C16H12N4S in a non-equilibrium geometry. The level of theory is ωB97M-V with the def2-TZVPD basis set.

```
33
Properties=species:S:1:pos:R:3:lowdin_charge:R:1
N -1.197 -3.525 -2.864 0.053
N -0.505 -2.541 0.726 0.112
N 2.123 1.840 3.278 0.053
S -1.096 -6.043 -2.125 0.988
C -1.275 -4.761 -3.292 -0.471
C 0.042 -1.423 1.147 -0.054
C -0.788 -4.824 -0.940 -0.360
C -0.921 -3.559 -1.470 -0.326
C 1.558 3.055 3.517 -0.126
C 1.774 1.161 2.154 -0.068
C 0.224 0.760 -2.378 -0.048
C 0.542 1.518 -1.195 -0.024
C -0.153 -0.575 -2.303 -0.011
C 0.536 3.572 2.702 -0.026
C 0.135 -0.468 0.074 -0.114
C 0.477 0.890 0.024 -0.157
C 0.776 1.648 1.262 -0.129
C -0.230 -1.194 -1.046 -0.157
C 0.154 2.847 1.565 -0.205
N -0.611 -2.470 -0.661 -0.023
C -0.962 3.469 0.723 -0.036
H -1.520 -4.999 -4.332 0.076
H 0.314 -1.210 2.197 0.124
H -0.564 -5.063 0.079 0.060
H 1.876 3.612 4.378 0.093
H 2.210 0.192 1.950 0.110
H 0.346 1.255 -3.342 0.102
H 0.865 2.556 -1.196 0.115
H -0.430 -1.124 -3.229 0.106
H 0.046 4.483 3.015 0.105
H -1.690 2.730 0.367 0.091
H -0.544 4.029 -0.120 0.082
H -1.513 4.163 1.335 0.065
```

Its SMILES is Cc1ccncc1-c1cccc2c1cnn2-c1cscn1. The value obtained for the energy relative to the best compared isomer or geometry (same formula, charge and spin) is 3.38 kcal/mol. The molar mass is 292.37 g mol⁻¹. As for the largest force on an atom: 2.688 eV/A. The frontier orbital gap is 8.55 eV. Its electronic energy is -1234.102025 Eh.

***

This record from the OMol25 dataset describes a structure of composition C16H13BF5N6ORhS. The level of theory is ωB97M-V with the def2-TZVPD basis set.

```
44
Properties=species:S:1:pos:R:3:lowdin_charge:R:1
Rh -1.218 0.298 0.677 0.998
C 2.484 -1.031 2.180 -0.039
C 1.421 -0.128 2.135 -0.123
N 0.491 -0.586 1.304 -0.110
N 0.923 -1.748 0.794 -0.014
C 2.125 -2.041 1.309 -0.056
B 0.033 -2.455 -0.243 -0.496
N -0.134 -1.457 -1.412 -0.007
C 0.219 -1.494 -2.703 -0.054
C -0.153 -0.304 -3.297 -0.036
C -0.740 0.438 -2.274 -0.111
N -0.726 -0.282 -1.155 -0.105
N -1.361 -2.672 0.369 -0.024
C -2.052 -3.817 0.462 -0.066
C -3.286 -3.540 1.009 -0.044
C -3.268 -2.161 1.225 -0.113
N -2.103 -1.647 0.843 -0.036
H 3.385 -0.956 2.762 0.099
H 1.275 0.811 2.642 0.108
H 2.633 -2.946 1.024 0.127
H 0.504 -3.491 -0.606 0.123
H 0.698 -2.369 -3.108 0.128
H -0.020 -0.013 -4.323 0.100
H -1.168 1.427 -2.272 0.115
H -1.616 -4.743 0.129 0.124
H -4.084 -4.228 1.219 0.097
H -4.037 -1.531 1.629 0.088
C -3.964 1.071 1.756 -0.240
O -2.774 1.375 1.091 -0.514
H -4.305 1.970 2.277 0.079
H -3.854 0.287 2.511 0.054
H -4.754 0.774 1.054 0.079
F 4.871 3.846 -1.860 0.124
C 3.706 3.478 -1.326 -0.146
C 3.336 2.151 -1.288 -0.146
F 4.151 1.219 -1.792 0.118
C 2.124 1.773 -0.730 -0.215
F 1.872 0.458 -0.750 0.083
C 1.223 2.685 -0.189 -0.470
S -0.361 2.445 0.559 0.733
C 1.640 4.021 -0.251 -0.260
F 0.849 4.980 0.243 0.071
C 2.842 4.420 -0.798 -0.147
F 3.175 5.712 -0.823 0.123
```

The value obtained for the energy relative to the best compared isomer or geometry (same formula, charge and spin) is 0.00 kcal/mol. The molar mass is 546.10 g mol⁻¹. As for the largest force on an atom: 0.428 eV/A. The frontier orbital gap is 7.21 eV. Its electronic energy is -2054.238810 Eh.

***

This record from the OMol25 dataset describes a cluster of 2 separate species, C16H13BF6 in total in a non-equilibrium geometry. The level of theory is ωB97M-V with the def2-TZVPD basis set.

```
36
Properties=species:S:1:pos:R:3:lowdin_charge:R:1
F -1.243 -2.584 -0.579 0.109
B -0.015 -2.545 0.079 -1.045
F 0.013 -3.157 1.316 0.126
F 1.096 -2.751 -0.726 0.119
C 0.087 -0.784 0.463 -0.082
C 1.101 -0.388 1.452 -0.201
C 2.408 -0.144 1.210 -0.004
H 0.264 -0.343 -0.540 0.105
H -0.921 -0.518 0.841 0.094
H 0.723 -0.274 2.481 0.102
H 3.038 0.222 2.018 -0.017
H 2.853 -0.359 0.230 0.072
F 9.783 0.116 3.528 0.054
C 8.682 0.423 2.754 -0.207
C 8.880 0.578 1.382 0.113
C 7.758 0.998 0.659 -0.209
F 7.918 1.193 -0.698 0.056
C 6.525 1.247 1.235 0.080
C 6.326 1.059 2.644 -0.163
C 5.032 1.298 3.170 0.096
C 4.632 1.360 4.536 -0.168
C 3.241 1.520 4.827 0.005
C 2.753 1.479 6.123 -0.037
C 3.607 1.215 7.208 0.045
C 4.970 1.114 6.929 -0.219
F 5.828 0.904 7.986 0.051
C 5.510 1.265 5.661 0.070
C 7.453 0.583 3.383 0.068
H 9.855 0.443 0.918 0.147
H 5.686 1.578 0.630 0.138
H 4.266 1.523 2.423 0.104
H 2.563 1.672 3.987 0.123
H 1.689 1.638 6.313 0.123
H 3.244 1.165 8.234 0.134
H 6.588 1.324 5.552 0.111
H 7.362 0.305 4.428 0.108
```

The value obtained for the energy relative to the best compared isomer or geometry (same formula, charge and spin) is 39.76 kcal/mol. The molar mass is 330.08 g mol⁻¹. As for the largest force on an atom: 2.069 eV/A. The frontier orbital gap is 2.61 eV. Its electronic energy is -1241.531512 Eh.

***

This record from the OMol25 dataset describes a structure of composition C16H13F6N2O3S2TcTe in a non-equilibrium geometry. The level of theory is ωB97M-V with the def2-TZVPD basis set.

```
44
Properties=species:S:1:pos:R:3:lowdin_charge:R:1
Tc 0.473 0.402 1.285 1.638
O -3.145 -0.974 -2.559 0.085
C -3.718 -1.292 -1.393 -0.248
C -5.041 -1.734 -1.436 0.005
C -5.705 -2.072 -0.279 -0.045
C -5.071 -1.977 0.963 -0.066
C -3.768 -1.551 1.024 -0.013
C -3.065 -1.206 -0.143 -0.079
C -1.696 -0.757 -0.023 -0.352
O -1.133 -0.640 1.171 -0.190
N -1.001 -0.412 -1.073 0.000
N 0.218 0.158 -0.742 -0.234
C 1.005 0.292 -1.799 -0.861
S 0.487 -0.366 -3.305 1.051
C 2.036 0.040 -4.173 -0.472
C 2.548 1.337 -3.598 -0.463
S 2.483 1.179 -1.780 1.018
H -2.237 -0.662 -2.402 0.047
H -5.516 -1.798 -2.406 0.127
H -6.732 -2.410 -0.329 0.116
H -5.602 -2.233 1.868 0.111
H -3.270 -1.470 1.981 0.112
H 1.803 0.126 -5.233 0.094
H 2.736 -0.780 -4.020 0.089
H 1.920 2.183 -3.875 0.091
H 3.581 1.540 -3.874 0.094
F 6.413 0.614 1.142 0.115
C 5.104 0.393 1.122 -0.255
C 4.255 1.442 1.442 0.021
C 2.897 1.190 1.401 -0.171
C 2.420 -0.075 1.050 -0.321
C 3.286 -1.117 0.755 -0.067
C 4.646 -0.877 0.791 0.026
H 4.657 2.408 1.714 0.139
H 2.207 2.016 1.648 0.102
H 2.907 -2.102 0.513 0.123
H 5.364 -1.655 0.570 0.136
F -0.764 1.800 5.345 -0.311
Te -0.916 1.741 3.510 1.832
F -2.016 3.214 3.713 -0.314
F 0.412 3.000 3.001 -0.377
F -1.341 1.971 1.612 -0.404
F -2.435 0.679 3.503 -0.321
O 0.313 0.437 3.317 -0.610
```

As for the spin multiplicity: 4. The molar mass is 685.01 g mol⁻¹. As for the largest force on an atom: 3.970 eV/A. The net charge is +1. The frontier orbital gap (alpha / beta) is 6.24 / 5.45 eV. Its electronic energy is -2696.846320 Eh.

***

This record from the OMol25 dataset describes a structure of composition C16H13MgN9O2S2. The level of theory is ωB97M-V with the def2-TZVPD basis set.

```
43
Properties=species:S:1:pos:R:3:lowdin_charge:R:1
Mg 0.011 0.732 -0.200 0.273
N 2.263 4.383 -0.735 0.046
C 2.267 3.056 -0.893 -0.102
N 1.049 2.602 -0.704 0.084
C 0.331 3.721 -0.416 -0.296
N 1.027 4.831 -0.438 0.145
C -1.098 3.605 -0.107 -0.174
C -1.950 4.686 0.067 -0.050
N -3.239 4.510 0.330 0.101
C -3.675 3.259 0.410 -0.087
C -2.832 2.167 0.240 -0.077
N -1.541 2.349 -0.013 0.083
H 3.029 5.030 -0.816 0.163
H 3.138 2.471 -1.134 0.140
H -1.576 5.699 -0.008 0.122
H -4.728 3.110 0.616 0.115
H -3.179 1.142 0.297 0.077
C -0.228 -0.297 3.743 -0.020
O 1.074 -0.678 3.255 -0.001
C 1.491 -0.060 2.163 -0.569
O 0.909 0.901 1.652 -0.026
N 2.630 -0.599 1.698 0.028
N 3.255 -0.054 0.573 0.046
H -0.373 -0.887 4.642 0.098
H -0.980 -0.542 2.996 0.047
H -0.242 0.765 3.976 0.097
H 2.875 -1.518 2.034 0.164
H 2.960 -0.553 -0.267 0.005
H 4.256 -0.110 0.705 0.091
S -1.524 -1.075 0.306 0.605
C -0.894 -2.329 -0.752 -0.666
C -1.504 -3.584 -0.683 -0.076
C -1.090 -4.651 -1.464 -0.197
C -1.752 -5.918 -1.337 -0.181
N -2.298 -6.924 -1.228 0.161
C -0.029 -4.472 -2.360 -0.198
C 0.582 -3.231 -2.441 -0.077
C 0.180 -2.150 -1.654 -0.667
S 1.058 -0.638 -1.867 0.577
C 0.440 -5.545 -3.190 -0.182
N 0.834 -6.388 -3.865 0.160
H -2.326 -3.725 0.006 0.109
H 1.398 -3.092 -3.138 0.108
```

The molar mass is 451.78 g mol⁻¹. As for the largest force on an atom: 0.139 eV/A. The frontier orbital gap is 6.26 eV. Its electronic energy is -2257.417134 Eh.

***

> Which value of electronic energy does entry 5 give?

-2054.238810 Eh